w) A 4-piece molecular cluster, C2H12NO4 overall. Source: OMol25; level of theory: ωB97M-V/def2-TZVPD.

Last column: Löwdin spin population.
CARTESIAN COORDINATES (ANGSTROEM)
C1 0.78141 0.65379 1.87748  0.08
N1 0.61908 1.26406 0.58607  0.49
C2 1.78170 1.13787 -0.27821  0.01
O1 1.89110 -0.25651 -0.62817  0.08
H1 1.80556 0.70086 2.21353  0.00
H2 0.52946 -0.45116 2.05838  0.04
H3 0.12304 1.06325 2.67486  0.02
H4 -0.19058 1.04092 -0.01991  0.01
H5 2.68826 1.44213 0.29565  0.00
H6 1.50348 1.66528 -1.20152  0.00
H7 -0.60774 -2.08766 -0.99605  0.00
H8 -1.39195 -1.27111 -1.93296  0.00
O2 -0.94425 -2.19597 -1.89209  0.00
H9 -2.44614 0.78533 -1.44855  0.00
H10 1.16599 -0.41510 -1.29559  0.00
O3 -1.73595 0.17123 -1.26080  0.23
H11 -1.89543 -0.35158 0.10134  0.00
H12 -1.83308 -1.83856 0.29767  0.00
O4 -1.84396 -1.05706 0.84888  0.03

**2S+1**: 2
**LUMO level (alpha / beta)**: 0.017 / -0.168 Eh


x) A 4-piece molecular cluster, C2H12NO4 overall. Source: OMol25; level of theory: ωB97M-V/def2-TZVPD.

Last column: Löwdin spin population.
CARTESIAN COORDINATES (ANGSTROEM)
C1 -1.38050 -1.14318 0.79763  0.02
O1 -2.65325 -0.53007 0.85480  0.34
C2 -0.85575 -1.37462 -0.65881  0.00
N1 -0.14286 -0.12470 -1.02719  0.00
H1 -1.59673 -2.13078 1.22164  0.02
H2 -0.64235 -0.59233 1.38909  0.00
H3 -1.78918 -1.46965 -1.20852  0.00
H4 -0.17299 -2.23042 -0.71414  0.00
H5 -0.62678 0.66401 -0.59743  0.00
H6 -0.13169 0.10799 -2.01723  0.00
H7 -2.78522 1.83251 -0.28260  0.01
H8 -2.61363 0.54536 0.82958  0.02
O2 -2.23796 1.77110 0.51931  0.58
H9 1.30938 1.60696 0.90814  0.00
H10 1.19497 0.55455 -0.10565  0.00
O3 1.90483 1.00241 0.43847  0.00
H11 3.68606 0.64499 0.18086  0.00
H12 4.90473 0.45730 -0.72343  0.00
O4 4.62893 0.40856 0.19548  0.00

**2S+1**: 2
**LUMO level (alpha / beta)**: 0.016 / -0.137 Eh


Going by the computed energies, the most stable comes first: x), w).


w) An isolated ion of composition C4H10NO3 and charge +1. Source: OMol25; level of theory: ωB97M-V/def2-TZVPD.

Last column: natural (NBO) charge in e.
CARTESIAN COORDINATES (ANGSTROEM)
O1 1.21134 1.62483 -0.87777  -0.50
C1 0.41643 1.28501 -0.02468  0.77
O2 -0.51759 2.19674 0.56072  -0.74
C2 0.48454 -0.10503 0.54336  -0.19
C3 0.15387 -1.04653 -0.67793  0.10
C4 0.23818 -2.57309 -0.32828  -0.67
O3 -1.10628 -0.76977 -1.27160  -0.73
N1 -0.51071 -0.13411 1.69907  -0.68
H1 -0.58142 3.06342 0.17344  0.53
H2 1.53608 -0.40566 0.79130  0.29
H3 0.92331 -0.88474 -1.41967  0.23
H4 -0.46631 -2.92846 0.43870  0.22
H5 1.10280 -2.65682 0.38430  0.22
H6 0.45100 -3.07909 -1.27287  0.27
H7 -1.70314 -1.50882 -1.35003  0.50
H8 -0.44916 0.64570 2.39299  0.47
H9 -0.26672 -0.88866 2.30220  0.44
H10 -1.42937 -0.19465 1.30052  0.46

**SMILES**: C[C@@H](O)[C@H]([NH3+])C(=O)O
**Net charge**: +1
**LUMO level**: -0.143 Eh


x) A 2-piece molecular cluster, C4H10NO3 overall. Source: OMol25; level of theory: ωB97M-V/def2-TZVPD.

Last column: natural (NBO) charge in e.
CARTESIAN COORDINATES (ANGSTROEM)
C1 -2.15144 -0.41646 -1.80479  -0.48
C2 -1.10453 0.31644 -1.74115  -0.11
C3 0.66633 0.91209 0.94513  0.26
C4 -0.08724 -0.29351 0.48200  0.38
N1 0.90481 -1.32998 0.13101  -0.76
O1 1.66747 0.48537 1.84226  -0.72
O2 1.28438 1.46129 -0.12538  -0.71
O3 -1.19443 -0.73938 1.19898  -0.69
H1 -2.94354 -0.52745 -2.47493  0.25
H2 -2.28343 -1.22861 -1.03584  0.24
H3 -0.36792 1.03831 -2.26947  0.26
H4 -0.01151 1.61477 1.32580  0.16
H5 1.22389 -1.07754 -0.85559  0.48
H6 0.43771 -2.25535 0.09105  0.46
H7 1.69622 -1.32301 0.90757  0.48
H8 2.03462 1.38370 2.01263  0.49
H9 1.84952 2.27686 0.17894  0.49
H10 -1.63751 -0.08826 1.72564  0.52

**Net charge**: +1
**LUMO level (alpha / beta)**: -0.138 / -0.143 Eh


Going by the computed energies, the most stable comes first: w), x).


w) A 3-piece molecular cluster, C5H18NO2 overall. Source: OMol25; level of theory: ωB97M-V/def2-TZVPD.

Last column: natural (NBO) charge in e.
CARTESIAN COORDINATES (ANGSTROEM)
C1 -2.33106 -0.00102 -0.46539  -0.68
C2 -1.00579 0.67554 -0.67384  -0.02
C3 0.11665 -0.27300 -0.94245  -0.44
C4 1.43733 0.44798 -1.30482  -0.42
C5 1.39685 1.37856 -2.51785  -0.63
N1 -0.79594 1.61363 0.58224  -0.70
H1 -3.19900 0.30402 -1.08313  0.26
H2 -2.41689 -1.03199 -0.82860  0.26
H3 -2.66531 0.04742 0.57927  0.22
H4 -0.87244 1.47793 -1.40741  0.22
H5 -0.15943 -0.82523 -1.86461  0.24
H6 0.40508 -1.02682 -0.20571  0.26
H7 2.09676 -0.39341 -1.47434  0.22
H8 1.95840 1.08251 -0.59188  0.20
H9 2.40907 1.53626 -2.92634  0.24
H10 0.92932 2.31121 -2.21094  0.19
H11 1.00060 0.88854 -3.41202  0.22
H12 -0.39276 2.51101 0.25474  0.44
H13 -1.77348 1.80298 0.90096  0.44
H14 -0.30953 1.22219 1.38538  0.46
H15 1.54789 0.11860 3.44253  0.50
H16 1.87525 -1.00387 2.30052  0.50
O1 1.33580 -0.27278 2.59129  -0.99
H17 0.34750 -3.20875 2.28836  0.48
H18 -1.13559 -3.54728 1.83075  0.49
O2 -0.33983 -3.04805 1.63884  -0.96

**Net charge**: +1
**LUMO level**: -0.114 Eh


x) A 3-piece molecular cluster, C5H18NO2 overall. Source: OMol25; level of theory: ωB97M-V/def2-TZVPD.

Last column: natural (NBO) charge in e.
CARTESIAN COORDINATES (ANGSTROEM)
C1 0.01343 0.23975 0.87545  -0.24
C2 0.00334 1.72509 0.43230  -0.42
C3 -0.66015 2.07821 -0.87692  -0.24
C4 -0.03382 1.54051 -2.18139  -0.62
C5 -2.20129 1.80587 -0.81904  -0.60
N1 1.39643 -0.25432 1.16977  -0.67
H1 -0.30381 -0.36073 0.01902  0.23
H2 -0.71404 0.06594 1.64913  0.24
H3 0.98081 2.19780 0.56967  0.21
H4 -0.62722 2.17040 1.20666  0.23
H5 -0.56377 3.15103 -1.03870  0.23
H6 0.53241 2.31398 -2.68903  0.23
H7 -0.71586 0.92640 -2.75905  0.23
H8 0.78262 0.82239 -1.99239  0.18
H9 -2.50123 1.12112 -1.60639  0.22
H10 -2.42681 1.35664 0.14649  0.19
H11 -2.77683 2.72395 -0.85380  0.23
H12 1.49390 -1.00132 1.86616  0.48
H13 1.81803 -0.56255 0.29555  0.44
H14 1.96735 0.51755 1.48462  0.43
H15 1.08087 -3.34581 1.19493  0.50
H16 1.78660 -3.52293 2.57709  0.50
O1 1.58390 -2.88471 1.88678  -1.00
H17 -0.70711 -4.52473 -0.24701  0.50
H18 0.79386 -4.41937 -0.14226  0.47
O2 -0.00162 -3.88017 -0.16765  -0.95

**Net charge**: +1
**LUMO level**: -0.111 Eh


Going by the computed energies, the most stable comes first: x), w).


w) A 2-piece molecular cluster, C3H7Cl overall. Source: OMol25; level of theory: ωB97M-V/def2-TZVPD.

Last column: natural (NBO) charge in e.
CARTESIAN COORDINATES (ANGSTROEM)
C1 0.58449 1.14821 -0.04376  -0.64
C2 0.36931 -0.31200 0.40218  -0.29
C3 -1.72806 -1.01232 -0.05655  -0.43
Cl1 -2.61554 0.49294 0.02025  -0.08
H1 -0.05619 1.78990 0.29603  0.21
H2 1.63559 1.24559 0.23149  0.22
H3 0.76068 1.21304 -1.05884  0.21
H4 0.84670 -1.07620 -0.17214  0.19
H5 0.50275 -0.52304 1.45036  0.19
H6 -2.11685 -1.74816 0.61741  0.21
H7 -1.67263 -1.08411 -1.12323  0.20

**LUMO level**: 0.041 Eh


x) A 2-piece molecular cluster, C3H7Cl overall. Source: OMol25; level of theory: ωB97M-V/def2-TZVPD.

Last column: natural (NBO) charge in e.
CARTESIAN COORDINATES (ANGSTROEM)
C1 0.20266 0.89265 -1.86778  -0.51
C2 0.40052 -0.92065 1.22103  -0.69
C3 -0.56671 0.11882 0.80218  -0.16
Cl1 -2.16599 -0.39455 0.48628  -0.01
H1 -0.78459 1.13075 -2.19377  0.17
H2 0.84715 1.67384 -1.52415  0.17
H3 0.63117 -0.05269 -2.11867  0.17
H4 1.39801 -0.49460 1.28744  0.23
H5 0.40696 -1.75281 0.51815  0.22
H6 0.13148 -1.32413 2.20320  0.22
H7 -0.50065 1.12336 1.18609  0.19

**LUMO level (alpha / beta)**: 0.018 / 0.016 Eh


Going by the computed energies, the most stable comes first: w), x).


w) A 2-piece molecular cluster, FH3P2 overall. Source: OMol25; level of theory: ωB97M-V/def2-TZVPD.

Last column: natural (NBO) charge in e.
CARTESIAN COORDINATES (ANGSTROEM)
F1 -2.01413 -1.69491 -1.06234  -0.56
P1 1.08451 1.02987 1.50484  0.04
P2 1.28660 0.17123 -0.30322  0.03
H1 -0.11726 0.57033 1.99189  -0.05
H2 -1.59443 -2.40997 -0.59435  0.56
H3 2.58329 0.80216 -0.46108  -0.02

**LUMO level**: -0.033 Eh


x) A 2-piece molecular cluster, FH3P2 overall. Source: OMol25; level of theory: ωB97M-V/def2-TZVPD.

Last column: natural (NBO) charge in e.
CARTESIAN COORDINATES (ANGSTROEM)
F1 -1.73735 0.79891 -0.60856  -0.56
P1 1.57549 0.13458 0.25626  -0.03
P2 0.19244 -1.30330 0.07452  0.06
H1 1.60326 0.25660 1.77364  -0.02
H2 -1.80411 1.53586 -0.05458  0.56
H3 0.17026 -1.42264 -1.44128  -0.01

**LUMO level**: -0.025 Eh


Going by the computed energies, the most stable comes first: w), x).


w) One molecule with the formula C4H3N. Source: OMol25; level of theory: ωB97M-V/def2-TZVPD.

Last column: natural (NBO) charge in e.
CARTESIAN COORDINATES (ANGSTROEM)
C1 1.16988 -0.09126 0.38510  -0.09
C2 -0.09990 -0.13778 0.77185  -0.13
C3 -0.79128 0.05923 -1.51390  -0.27
C4 0.46496 0.46834 -1.61702  0.13
N1 -1.02534 0.06287 -0.19306  -0.30
H1 2.13094 0.27955 0.62556  0.22
H2 -0.49961 -0.36876 1.74897  0.21
H3 -1.61995 0.05964 -2.19498  0.23

**LUMO level (alpha / beta)**: -0.055 / -0.055 Eh


x) One molecule with the formula C4H3N. Source: OMol25; level of theory: ωB97M-V/def2-TZVPD.

Last column: natural (NBO) charge in e.
CARTESIAN COORDINATES (ANGSTROEM)
C1 1.45506 0.94718 -0.02546  0.02
C2 0.72692 -0.26806 0.03295  -0.35
C3 -0.58232 -0.52865 -0.21391  -0.25
C4 -1.63938 0.43591 -0.29434  0.23
N1 -2.56572 1.13412 -0.30088  -0.27
H1 2.17439 1.00009 0.81313  0.14
H2 1.33978 -1.15693 0.24118  0.24
H3 -0.90874 -1.56365 -0.25268  0.24

**LUMO level (alpha / beta)**: -0.053 / -0.072 Eh


Going by the computed energies, the most stable comes first: x), w).


w) A 2-piece molecular cluster, C5H7N3O2 overall. Source: OMol25; level of theory: ωB97M-V/def2-TZVPD.

Last column: natural (NBO) charge in e.
CARTESIAN COORDINATES (ANGSTROEM)
O1 0.30435 -0.39431 -2.94259  -0.61
C1 -0.34394 -0.09585 -1.95538  0.78
N1 -0.22204 1.07985 -1.22259  -0.63
C2 -1.00811 1.02872 -0.03400  -0.03
C3 -1.77302 -0.24824 -0.13872  -0.02
N2 -1.33276 -0.82848 -1.35851  -0.63
C4 -0.74025 -0.08922 0.98252  -0.40
C5 0.49669 -0.82503 0.96357  0.30
N3 1.40791 -1.54628 0.86409  -0.34
H1 0.65039 1.59175 -1.26281  0.42
H2 -1.44083 1.95937 0.33007  0.23
H3 -2.82419 -0.34753 0.12703  0.23
H4 -1.56889 -1.76169 -1.66334  0.43
H5 -1.15685 0.08984 1.97495  0.27
O2 3.35382 0.24756 2.11542  -0.95
H6 2.94758 0.82799 1.45682  0.46
H7 3.25014 -0.68845 1.76347  0.49

**SMILES**: N#C[C@H]1[C@H]2NC(=O)N[C@@H]12.O
**LUMO level**: 0.015 Eh


x) One molecule with the formula C5H7N3O2. Source: OMol25; level of theory: ωB97M-V/def2-TZVPD.

Last column: natural (NBO) charge in e.
CARTESIAN COORDINATES (ANGSTROEM)
C1 1.48959 -0.73934 -2.61332  -0.25
O1 0.53451 -0.14566 -1.75164  -0.49
C2 0.80037 -0.19771 -0.44017  0.23
C3 -0.04113 0.31190 0.54594  -0.03
N1 0.43070 -0.20432 1.71218  -0.29
N2 1.59122 -0.81672 1.57266  -0.23
C4 1.85181 -0.82560 0.26339  -0.15
C5 -1.27417 1.09328 0.42571  0.55
N3 -2.19022 0.80078 -0.46355  -0.74
H1 1.12170 -0.59991 -3.63378  0.20
H2 2.46902 -0.25091 -2.50265  0.18
H3 1.58616 -1.81368 -2.39800  0.18
H4 -0.07710 -0.26259 2.58632  0.43
H5 2.71747 -1.35391 -0.12645  0.22
O2 -1.92092 1.28083 1.55992  -0.69
H6 -1.79377 0.54283 -1.36353  0.36
H7 -2.95410 0.99242 0.99781  0.51

**SMILES**: [H]/N=C(/O)c1[nH]ncc1OC
**LUMO level**: 0.007 Eh


Going by the computed energies, the most stable comes first: w), x).


w) One molecule with the formula C2HFN2O. Source: OMol25; level of theory: ωB97M-V/def2-TZVPD.

Last column: natural (NBO) charge in e.
CARTESIAN COORDINATES (ANGSTROEM)
C1 0.35968 0.11542 0.67668  0.67
C2 0.44932 -0.30523 -0.59056  -0.27
H1 1.24349 -0.71627 -1.24482  0.25
N1 -0.80698 -0.11997 -1.09721  -0.18
N2 -1.59173 0.44468 -0.30532  0.11
O1 -0.87740 0.59457 0.93753  -0.33
F1 1.22362 -0.01319 1.62369  -0.26

**SMILES**: Fc1cnno1
**LUMO level**: 0.026 Eh


x) One molecule with the formula C2HFN2O. Source: OMol25; level of theory: ωB97M-V/def2-TZVPD.

Last column: natural (NBO) charge in e.
CARTESIAN COORDINATES (ANGSTROEM)
C1 0.38967 0.49056 -0.43473  0.41
C2 0.41099 -0.39752 0.57273  0.02
H1 1.17428 -0.78939 1.25089  0.23
N1 -1.61994 -0.22704 -0.24894  0.11
N2 -0.88109 0.56838 -0.90199  -0.23
O1 -0.83596 -0.86088 0.70259  -0.26
F1 1.36205 1.21589 -0.94056  -0.28

**SMILES**: Fc1conn1
**LUMO level**: 0.020 Eh


Going by the computed energies, the most stable comes first: x), w).